No. 1
{"formula": "C6H24O6", "method": "wB97M-V/def2-TZVPD", "symbols": ["C", "O", "H", "H", "H", "H", "C", "O", "H", "H", "H", "H", "C", "O", "H", "H", "H", "H", "C", "O", "H", "H", "H", "H", "C", "O", "H", "H", "H", "H", "C", "O", "H", "H", "H", "H"], "xyz": [[0.296, -0.376, -0.134], [-0.812, -1.166, -0.505], [0.647, 0.227, -0.972], [0.107, 0.338, 0.667], [1.193, -0.954, 0.087], [-1.554, -0.578, -0.667], [0.864, -1.703, -2.752], [0.214, -2.624, -1.894], [1.359, -0.931, -2.163], [1.610, -2.287, -3.291], [0.193, -1.118, -3.380], [-0.496, -2.320, -1.323], [-1.832, 0.295, -2.185], [-2.603, -0.316, -1.150], [-0.950, 0.853, -1.872], [-1.501, -0.556, -2.781], [-2.456, 0.834, -2.897], [-3.107, -1.032, -1.543], [2.867, 1.757, -0.463], [1.577, 1.285, -0.038], [3.101, 2.541, 0.258], [3.438, 0.829, -0.456], [2.801, 2.134, -1.484], [1.006, 2.054, -0.104], [-1.669, 0.620, 2.029], [-2.238, 0.757, 3.292], [-2.237, -0.034, 1.367], [-1.615, 1.576, 1.509], [-0.671, 0.215, 2.198], [-1.840, 1.537, 3.687], [0.732, -0.438, 2.486], [0.694, 0.555, 3.511], [0.845, -0.029, 1.481], [1.598, -1.098, 2.534], [-0.207, -0.985, 2.575], [0.643, 0.137, 4.373]], "nbo_charge": [-0.273, -0.781, 0.177, 0.177, 0.185, 0.456, -0.240, -0.787, 0.146, 0.186, 0.136, 0.495, -0.286, -0.680, 0.208, 0.194, 0.188, 0.501, -0.255, -0.733, 0.185, 0.197, 0.168, 0.467, -0.260, -0.727, 0.177, 0.131, 0.189, 0.467, -0.309, -0.742, 0.223, 0.167, 0.181, 0.471], "orbital_gap_ha": 0.3310, "charge": 0, "e_homo_ev": -8.65, "spin_multiplicity": 1, "de_lowest_ev": 10.759, "e_tot_ev": -18886.2535}


No. 2
{"formula": "C6H25N12O7", "method": "wB97M-V/def2-TZVPD", "symbols": ["O", "H", "C", "O", "N", "N", "H", "H", "H", "H", "C", "O", "N", "N", "H", "H", "H", "H", "C", "O", "N", "N", "H", "H", "H", "H", "C", "O", "N", "N", "H", "H", "H", "H", "C", "O", "N", "N", "H", "H", "H", "H", "C", "O", "N", "N", "H", "H", "H", "H"], "xyz": [[-0.346, 0.050, -0.208], [-0.278, 0.016, 0.766], [-3.853, 0.849, 0.005], [-4.847, 1.457, 0.007], [-3.084, 0.728, -1.039], [-3.192, 0.513, 1.073], [-3.588, 1.249, -1.742], [-2.132, 0.393, -1.014], [-3.530, 0.911, 1.937], [-2.228, 0.298, 0.858], [-0.206, 2.109, 3.212], [-0.501, 2.764, 4.221], [0.334, 2.669, 2.165], [-0.594, 0.882, 3.062], [0.365, 3.669, 2.028], [0.376, 2.029, 1.384], [-0.275, 0.262, 2.331], [-1.256, 0.558, 3.752], [2.645, -0.896, 2.400], [3.386, -0.772, 3.376], [1.386, -1.407, 2.442], [2.893, -0.527, 1.214], [1.038, -1.352, 3.389], [0.868, -1.890, 1.722], [3.702, 0.013, 0.945], [2.106, -0.633, 0.589], [-0.471, -3.485, -0.489], [0.505, -3.448, 0.268], [-0.882, -4.564, -1.069], [-1.271, -2.503, -0.814], [-1.638, -4.462, -1.731], [-0.273, -5.365, -0.985], [-0.858, -1.589, -0.698], [-2.065, -2.672, -1.414], [0.202, -0.544, -3.441], [-0.066, -0.884, -4.532], [-0.338, 0.495, -2.860], [0.994, -1.141, -2.531], [-0.210, 0.698, -1.879], [-0.924, 1.003, -3.508], [1.658, -1.856, -2.791], [0.947, -0.705, -1.622], [2.199, 2.614, -1.233], [2.566, 3.647, -1.707], [2.824, 1.511, -1.148], [0.955, 2.401, -0.835], [2.315, 0.711, -0.800], [3.773, 1.447, -1.487], [0.501, 1.541, -0.563], [0.369, 3.205, -1.007]], "lowdin_spin": [0.004, 0.000, 0.001, 0.005, 0.007, 0.002, 0.000, 0.001, 0.000, 0.000, 0.001, 0.009, 0.004, 0.000, 0.000, 0.002, 0.000, 0.000, 0.000, 0.000, 0.000, 0.000, 0.000, 0.000, 0.000, 0.000, 0.001, 0.000, 0.001, 0.011, 0.000, 0.000, 0.000, 0.000, 0.044, 0.012, 0.384, 0.202, -0.001, 0.005, 0.004, 0.001, 0.019, 0.021, 0.033, 0.224, -0.001, 0.000, 0.001, 0.002], "orbital_gap_ha": [0.3443, 0.1174], "s_squared": 0.761, "charge": 0, "e_homo_ev": [-9.74, -9.66], "spin_multiplicity": 2, "e_tot_ev": -38840.0214}


No. 3
{"formula": "C6H25NO7", "method": "wB97M-V/def2-TZVPD", "symbols": ["N", "H", "H", "H", "H", "O", "H", "O", "C", "C", "O", "H", "H", "H", "H", "C", "O", "H", "H", "H", "H", "C", "O", "H", "H", "H", "H", "C", "O", "H", "H", "H", "H", "C", "O", "H", "H", "H", "H"], "xyz": [[20.320, -31.780, -25.023], [21.270, -31.564, -24.756], [20.222, -32.781, -25.114], [20.115, -31.315, -25.896], [19.647, -31.414, -24.365], [22.890, -32.079, -24.408], [23.371, -31.805, -25.214], [18.562, -37.023, -24.500], [19.144, -36.779, -25.795], [19.500, -35.254, -26.182], [20.278, -34.474, -25.341], [18.608, -37.333, -26.566], [20.061, -37.367, -25.837], [18.528, -34.803, -26.382], [19.995, -35.299, -27.152], [18.948, -28.905, -23.640], [18.596, -30.233, -23.715], [19.330, -28.479, -24.568], [18.127, -28.224, -23.414], [19.597, -28.675, -22.796], [17.884, -30.333, -23.079], [20.914, -32.045, -21.715], [21.412, -33.091, -22.507], [20.936, -32.307, -20.657], [21.552, -31.175, -21.871], [19.864, -31.863, -21.944], [21.950, -32.655, -23.171], [18.557, -31.522, -28.173], [19.500, -30.795, -27.369], [17.682, -30.887, -28.311], [18.951, -31.762, -29.161], [18.218, -32.432, -27.678], [19.724, -29.934, -27.730], [22.751, -28.599, -24.772], [22.157, -29.605, -23.934], [22.737, -28.923, -25.813], [22.019, -27.793, -24.730], [23.750, -28.245, -24.518], [22.577, -30.464, -24.020]], "nbo_charge": [-0.942, 0.442, 0.485, 0.404, 0.408, -1.251, 0.429, -1.013, -0.079, -0.064, -0.967, 0.058, 0.069, 0.046, 0.054, -0.238, -0.706, 0.176, 0.135, 0.174, 0.478, -0.247, -0.727, 0.134, 0.163, 0.133, 0.512, -0.252, -0.739, 0.142, 0.160, 0.235, 0.467, -0.249, -0.793, 0.151, 0.154, 0.149, 0.510], "orbital_gap_ha": 0.0804, "charge": -2, "e_homo_ev": 1.98, "spin_multiplicity": 1, "de_lowest_ev": 1.781, "e_tot_ev": -22442.4674}


No. 4
{"formula": "C6H25NO7", "method": "wB97M-V/def2-TZVPD", "symbols": ["C", "C", "C", "C", "C", "C", "N", "H", "H", "H", "H", "H", "H", "H", "H", "H", "H", "H", "O", "H", "H", "O", "H", "H", "O", "H", "H", "O", "H", "H", "O", "H", "H", "O", "H", "H", "O", "H", "H"], "xyz": [[-2.449, -0.340, 2.484], [-1.126, -0.961, 2.429], [0.109, -0.412, 2.172], [1.267, -1.383, 2.021], [2.471, -0.637, 1.571], [2.724, -0.203, 0.289], [3.824, 0.560, -0.062], [-2.622, 0.698, 2.760], [-2.786, -0.094, 1.457], [-3.177, -1.102, 2.856], [-1.389, -2.109, 2.735], [0.256, 0.585, 2.136], [1.295, -1.805, 2.968], [1.189, -2.280, 1.306], [3.187, -0.711, 2.206], [1.988, -0.375, -0.454], [3.418, 1.156, -0.750], [4.081, 1.297, 0.731], [-0.654, 2.851, -0.309], [-0.533, 2.169, -0.824], [-1.470, 2.505, 0.183], [-0.718, -2.154, -1.016], [-1.539, -2.711, -0.998], [-0.751, -2.117, -0.121], [-0.431, 0.574, -1.807], [-0.535, -0.434, -1.831], [0.475, 0.822, -2.058], [-3.279, -2.334, -0.942], [-4.014, -1.997, -1.428], [-2.879, -1.477, -0.569], [1.848, 1.075, -3.095], [2.328, 0.704, -2.327], [2.209, 0.483, -3.805], [-3.240, 0.440, -2.388], [-3.138, 1.061, -1.600], [-2.320, 0.431, -2.696], [2.407, 2.616, -0.274], [2.459, 3.344, -0.825], [1.515, 2.263, -0.127]], "nbo_charge": [-0.673, -0.203, -0.181, -0.470, -0.282, 0.003, -0.815, 0.228, 0.202, 0.224, 0.196, 0.203, 0.224, 0.216, 0.184, 0.160, 0.375, 0.386, -0.931, 0.466, 0.461, -0.959, 0.501, 0.462, -1.049, 0.523, 0.494, -0.963, 0.493, 0.483, -0.935, 0.470, 0.492, -0.958, 0.463, 0.492, -0.974, 0.485, 0.504], "orbital_gap_ha": 0.2995, "charge": 0, "e_homo_ev": -7.92, "spin_multiplicity": 1, "de_lowest_ev": 6.316, "smiles": "C/C=C/C/C=C/N.O.O.O.O.O.O.O", "e_tot_ev": -22445.6882}


No. 5
{"formula": "C6H25O10", "method": "wB97M-V/def2-TZVPD", "symbols": ["O", "C", "O", "C", "C", "C", "C", "C", "H", "H", "H", "H", "H", "H", "H", "H", "H", "H", "H", "O", "H", "H", "O", "H", "H", "O", "H", "H", "O", "H", "H", "O", "H", "H", "O", "H", "H", "O", "H", "H", "O"], "xyz": [[1.407, -0.974, 0.769], [0.253, -0.871, 0.265], [-0.681, -0.223, 0.789], [0.093, -1.711, -1.015], [-1.363, -1.945, -1.507], [-1.838, -0.644, -2.123], [-1.456, -0.194, -3.305], [-1.607, 1.243, -3.694], [0.601, -2.670, -0.880], [0.653, -1.217, -1.803], [-1.358, -2.870, -2.087], [-1.973, -2.192, -0.653], [-2.318, -0.026, -1.381], [-1.078, -0.868, -4.067], [-2.532, 1.691, -3.313], [-1.621, 1.341, -4.783], [-0.895, 1.970, -3.288], [2.549, -1.858, -0.358], [3.974, -1.482, -0.041], [3.452, -2.254, -0.286], [-2.191, 2.231, 0.246], [-2.723, 0.874, 0.146], [-3.034, 1.791, 0.055], [0.046, 1.750, 0.386], [-0.262, 3.130, 0.973], [-0.226, 2.648, 0.139], [1.679, -1.987, 2.870], [2.673, -2.370, 1.918], [2.235, -2.758, 2.693], [-0.667, -2.672, 1.152], [-1.437, -3.862, 1.783], [-0.877, -3.108, 1.987], [1.248, 2.421, 2.586], [2.288, 1.355, 2.756], [2.151, 2.210, 2.329], [1.892, 3.100, -2.065], [1.276, 3.671, -0.759], [1.976, 3.807, -1.417], [-2.172, 1.843, 2.276], [-0.993, 0.968, 2.021], [-1.277, 1.697, 2.603]], "nbo_charge": [-0.785, 0.771, -0.820, -0.531, -0.444, -0.162, -0.209, -0.652, 0.224, 0.229, 0.205, 0.206, 0.201, 0.187, 0.225, 0.197, 0.223, 0.498, 0.460, -0.983, 0.487, 0.476, -0.972, 0.509, 0.484, -0.981, 0.470, 0.486, -0.960, 0.473, 0.456, -0.927, 0.469, 0.475, -0.945, 0.463, 0.497, -0.971, 0.470, 0.505, -1.006], "orbital_gap_ha": 0.3433, "charge": -1, "e_homo_ev": -6.36, "spin_multiplicity": 1, "de_lowest_ev": 0.372, "e_tot_ev": -27105.2700}


No. 6
{"formula": "C6H26NO6", "method": "wB97M-V/def2-TZVPD", "symbols": ["C", "C", "C", "C", "C", "C", "N", "H", "H", "H", "H", "H", "H", "H", "H", "H", "H", "H", "H", "H", "H", "H", "H", "O", "H", "H", "O", "H", "H", "O", "H", "H", "O", "H", "H", "O", "H", "H", "O"], "xyz": [[-2.258, -0.317, -2.269], [-1.769, 0.507, -1.120], [-0.665, -0.060, -0.311], [-0.567, 0.670, 1.133], [-2.548, 1.636, 2.210], [-1.853, 0.569, 1.851], [-1.256, 1.862, -1.842], [-3.204, -0.852, -1.935], [-2.529, 0.246, -3.165], [-1.560, -1.094, -2.547], [-2.616, 0.989, -0.605], [-0.734, -1.109, -0.174], [0.377, 0.136, -0.716], [-0.127, 1.670, 1.161], [0.279, 0.143, 1.618], [-2.290, 2.656, 2.065], [-3.222, 1.787, 2.999], [-2.321, -0.387, 2.180], [-0.213, 1.937, -1.828], [-1.723, 2.732, -1.507], [-1.532, 1.819, -2.802], [3.745, 1.294, -1.386], [3.691, -0.169, -0.847], [3.254, 0.697, -0.794], [1.176, 3.181, -0.668], [2.127, 2.031, -1.222], [1.232, 2.366, -1.152], [-1.573, -3.682, -0.126], [-1.320, -2.803, 1.128], [-1.941, -3.012, 0.445], [0.997, -3.566, 1.619], [0.396, -2.338, 2.170], [0.621, -2.752, 1.280], [2.986, -2.468, -0.853], [3.557, -2.150, 0.441], [3.699, -1.926, -0.503], [3.558, -0.384, 2.670], [3.198, 0.023, 1.239], [2.929, 0.118, 2.163]], "nbo_charge": [-0.645, -0.003, -0.465, -0.454, -0.402, -0.198, -0.731, 0.260, 0.208, 0.232, 0.229, 0.265, 0.246, 0.221, 0.247, 0.178, 0.214, 0.218, 0.469, 0.425, 0.413, 0.476, 0.521, -1.000, 0.496, 0.517, -0.973, 0.475, 0.479, -0.956, 0.481, 0.483, -0.950, 0.487, 0.483, -0.945, 0.470, 0.479, -0.950], "orbital_gap_ha": 0.3567, "charge": 1, "e_homo_ev": -12.35, "spin_multiplicity": 1, "de_lowest_ev": 2.983, "e_tot_ev": -20411.4386}


Which of these has the highest charge? C6H26NO6


Copy entry 3 word for word.
{"formula": "C6H25NO7", "method": "wB97M-V/def2-TZVPD", "symbols": ["N", "H", "H", "H", "H", "O", "H", "O", "C", "C", "O", "H", "H", "H", "H", "C", "O", "H", "H", "H", "H", "C", "O", "H", "H", "H", "H", "C", "O", "H", "H", "H", "H", "C", "O", "H", "H", "H", "H"], "xyz": [[20.320, -31.780, -25.023], [21.270, -31.564, -24.756], [20.222, -32.781, -25.114], [20.115, -31.315, -25.896], [19.647, -31.414, -24.365], [22.890, -32.079, -24.408], [23.371, -31.805, -25.214], [18.562, -37.023, -24.500], [19.144, -36.779, -25.795], [19.500, -35.254, -26.182], [20.278, -34.474, -25.341], [18.608, -37.333, -26.566], [20.061, -37.367, -25.837], [18.528, -34.803, -26.382], [19.995, -35.299, -27.152], [18.948, -28.905, -23.640], [18.596, -30.233, -23.715], [19.330, -28.479, -24.568], [18.127, -28.224, -23.414], [19.597, -28.675, -22.796], [17.884, -30.333, -23.079], [20.914, -32.045, -21.715], [21.412, -33.091, -22.507], [20.936, -32.307, -20.657], [21.552, -31.175, -21.871], [19.864, -31.863, -21.944], [21.950, -32.655, -23.171], [18.557, -31.522, -28.173], [19.500, -30.795, -27.369], [17.682, -30.887, -28.311], [18.951, -31.762, -29.161], [18.218, -32.432, -27.678], [19.724, -29.934, -27.730], [22.751, -28.599, -24.772], [22.157, -29.605, -23.934], [22.737, -28.923, -25.813], [22.019, -27.793, -24.730], [23.750, -28.245, -24.518], [22.577, -30.464, -24.020]], "nbo_charge": [-0.942, 0.442, 0.485, 0.404, 0.408, -1.251, 0.429, -1.013, -0.079, -0.064, -0.967, 0.058, 0.069, 0.046, 0.054, -0.238, -0.706, 0.176, 0.135, 0.174, 0.478, -0.247, -0.727, 0.134, 0.163, 0.133, 0.512, -0.252, -0.739, 0.142, 0.160, 0.235, 0.467, -0.249, -0.793, 0.151, 0.154, 0.149, 0.510], "orbital_gap_ha": 0.0804, "charge": -2, "e_homo_ev": 1.98, "spin_multiplicity": 1, "de_lowest_ev": 1.781, "e_tot_ev": -22442.4674}